Record 1
8
Properties=species:S:1:pos:R:3 method="wB97M-V/def2-TZVPD" relative_energy_ev=1.109 orbital_gap_ev=9.1 smiles="OC(=S)C(Cl)Cl" e_tot_ha=-1471.17311
C -0.001 0.496 -0.368
C -0.371 -0.821 0.346
H 1.133 1.984 0.241
H -0.080 -0.972 1.436
O 0.506 1.338 0.641
S 0.220 0.854 -1.961
Cl 0.637 -1.901 -0.397
Cl -2.044 -0.978 0.062



Record 2
7
Properties=species:S:1:pos:R:3 method="wB97M-V/def2-TZVPD" relative_energy_ev=0.313 orbital_gap_ev=8.7 smiles="S=C(Cl)CCl" e_tot_ha=-1395.94437
C -0.855 -0.248 -0.031
C 0.741 0.086 -0.081
S -1.591 -0.300 -1.451
Cl -1.497 -0.520 1.473
Cl 1.150 1.379 1.089
H 1.311 -0.816 0.068
H 0.740 0.419 -1.067



Record 3
7
Properties=species:S:1:pos:R:3 method="wB97M-V/def2-TZVPD" relative_energy_ev=2.709 orbital_gap_ev=8.4 e_tot_ha=-1287.22178
C 1.342 1.089 -0.314
C 0.162 0.792 -0.345
Si -1.596 0.857 -0.935
Cl 0.646 -2.308 0.026
Cl -2.493 0.140 0.797
H 2.252 1.483 0.066
H -0.314 -2.052 0.705



Record 4
11
Properties=species:S:1:pos:R:3 method="wB97M-V/def2-TZVPD" relative_energy_ev=5.083 orbital_gap_ev="5.3 / 3.0" e_tot_ha=-2047.05469
C -1.638 -0.419 -0.005
C -1.265 0.983 0.071
F -0.488 1.393 -0.964
F -0.570 1.293 1.190
F -2.315 1.873 0.064
Si 2.200 -0.763 -0.070
Cl 2.696 -0.569 -1.989
Cl 3.083 0.530 1.156
Cl 2.256 -2.655 0.584
H -2.010 -0.773 -0.942
H -1.949 -0.895 0.904



Record 5
9
Properties=species:S:1:pos:R:3 method="wB97M-V/def2-TZVPD" relative_energy_ev=3.601 orbital_gap_ev="8.7 / 8.7" smiles="ClC=C(Cl)Cl.N=O" e_tot_ha=-1587.84112
C 1.547 -0.394 -1.398
C 1.413 0.787 -2.003
N 0.337 1.524 0.685
O -0.480 1.134 1.527
Cl -0.087 1.102 -2.871
Cl 2.533 2.035 -1.998
Cl 2.791 -0.814 -0.389
H 0.826 -1.099 -1.380
H 1.288 1.837 1.276



Record 6
9
Properties=species:S:1:pos:R:3 method="wB97M-V/def2-TZVPD" relative_energy_ev=3.295 orbital_gap_ev="7.2 / 7.1" e_tot_ha=-1587.85235
C -0.754 -0.084 1.389
C 0.601 0.388 -1.414
N 0.330 -0.441 0.756
O -1.507 0.831 1.283
Cl 0.099 1.953 -1.231
Cl 2.255 -0.001 -1.539
Cl -0.495 -0.626 -2.334
H -1.001 -0.645 2.303
H 0.473 -1.375 0.786



Record 7
9
Properties=species:S:1:pos:R:3 method="wB97M-V/def2-TZVPD" relative_energy_ev=2.288 orbital_gap_ev=9.0 smiles=C#[N+][S-].ClC(Cl)Cl e_tot_ha=-1910.82455
C -2.317 1.038 -2.302
C 2.687 0.157 0.323
N -1.934 1.564 -1.327
S -1.520 1.671 0.127
Cl 3.642 -0.448 -0.921
Cl 3.137 -0.778 1.833
Cl 2.886 1.886 0.663
H 1.678 -0.050 0.173
H -2.601 0.565 -3.160



Record 8
10
Properties=species:S:1:pos:R:3 method="wB97M-V/def2-TZVPD" relative_energy_ev=0.720 orbital_gap_ev=6.9 charge=-1 e_tot_ha=-2006.69056
C -1.027 -0.204 -0.340
C -0.261 0.882 0.388
O 0.972 -1.393 1.100
O -0.054 1.139 1.515
S 1.730 -0.284 0.532
Cl -2.844 0.013 -0.082
Cl 3.178 -1.156 -0.777
Cl -0.141 2.342 -0.759
H -0.852 -0.029 -1.448
H -0.700 -1.311 -0.128